# C39H72N9O

9 unconnected molecules or ions with the total composition C39H72N9O at a distorted geometry (ωB97M-V/def2-TZVPD, the OMol25 dataset).

Last columns: bonded neighbours and bond lengths (Å).
Geometry (Å):
1 O 1.354 4.926 -0.536  C23 1.416, C25 1.421
2 N -6.390 -0.959 0.751  C49 1.148
3 N 0.590 -0.677 -3.576  C30 1.149
4 N -0.992 0.957 -0.777  C13 1.516, C42 1.526, C45 1.490, H72 1.021
5 N -0.600 3.393 3.079  C11 1.147
6 N 8.133 -1.345 0.385  C36 1.148
7 N -1.165 2.538 6.675  C32 1.148
8 N -6.226 -0.264 -4.623  C16 1.148
9 N 1.582 -2.394 -8.104  C37 1.149
10 N 3.193 1.271 3.505  C47 1.149
11 C -1.632 3.800 2.783  N5 1.147, C31 1.464
12 C 1.031 0.030 5.646  C41 1.530, C44 1.525, H65 1.094, H104 1.091
13 C 0.401 1.500 -0.523  N4 1.516, C17 1.560, H54 1.107, H55 1.107
14 C -0.042 1.682 -6.069  C43 1.525, C48 1.532, H98 1.094, H105 1.091
15 C -6.245 -3.542 1.109  C20 1.531, C49 1.464, H69 1.092, H89 1.092
16 C -7.146 0.332 -4.281  N8 1.148, C33 1.464
17 C 0.804 2.675 -1.466  C13 1.560, C23 1.565, H63 1.109, H101 1.109
18 C 5.395 -1.234 2.482  C19 1.530, C28 1.525, H52 1.090, H110 1.094
19 C 5.332 0.290 2.370  C18 1.530, C47 1.464, H61 1.092, H93 1.092
20 C -5.115 -3.927 2.068  C15 1.531, C35 1.524, H51 1.092, H81 1.092
21 C 8.291 -3.911 0.847  C36 1.464, C46 1.531, H59 1.093, H71 1.092
22 C -3.302 5.597 3.170  C31 1.531, C38 1.525, H57 1.092, H83 1.093
23 C 0.321 4.104 -1.048  O1 1.416, C17 1.565, H66 1.110, H114 1.106
24 C -8.050 1.833 -2.527  C33 1.530, C40 1.525, H76 1.092, H92 1.093
25 C 1.414 4.887 0.883  O1 1.421, H74 1.104, H106 1.106, H117 1.111
26 C 0.439 -3.958 -6.350  C29 1.531, C37 1.464, H90 1.093, H97 1.092
27 C -3.355 1.307 -0.182  C45 1.391, H53 1.107, H70 1.098
28 C 5.508 -1.726 3.921  C18 1.525, H62 1.092, H86 1.092, H88 1.091
29 C 1.418 -4.421 -5.268  C26 1.531, C39 1.524, H68 1.093, H116 1.093
30 C 0.714 -0.178 -4.604  N3 1.149, C48 1.463
31 C -2.954 4.311 2.416  C11 1.464, C22 1.531, H64 1.093, H78 1.095
32 C -0.222 2.106 6.181  N7 1.148, C41 1.464
33 C -8.321 1.082 -3.832  C16 1.464, C24 1.530, H50 1.092, H109 1.092
34 C 10.811 -3.917 1.237  C46 1.524, H94 1.090, H99 1.092, H121 1.092
35 C -3.732 -3.572 1.536  C20 1.524, H80 1.093, H82 1.091, H102 1.093
36 C 8.196 -2.474 0.588  N6 1.148, C21 1.464
37 C 1.076 -3.079 -7.333  N9 1.149, C26 1.464
38 C -3.417 5.391 4.677  C22 1.525, H84 1.092, H96 1.092, H118 1.090
39 C 2.550 -5.284 -5.815  C29 1.524, H87 1.092, H100 1.092, H111 1.091
40 C -7.761 0.902 -1.355  C24 1.525, H56 1.092, H95 1.090, H107 1.090
41 C 0.976 1.556 5.545  C12 1.530, C32 1.464, H103 1.091, H112 1.088
42 C -1.071 -0.438 -0.165  N4 1.526, H79 1.099, H113 1.105, H115 1.102
43 C -1.529 1.346 -6.017  C14 1.525, H77 1.090, H91 1.093, H119 1.091
44 C 1.146 -0.472 7.081  C12 1.525, H60 1.091, H108 1.092, H120 1.092
45 C -2.039 1.742 -0.065  N4 1.490, C27 1.391, H75 1.100
46 C 9.436 -4.252 1.804  C21 1.531, C34 1.524, H58 1.093, H85 1.092
47 C 4.131 0.843 2.998  N10 1.149, C19 1.464
48 C 0.859 0.453 -5.915  C14 1.532, C30 1.463, H67 1.092, H73 1.092
49 C -6.331 -2.095 0.911  N2 1.148, C15 1.464
50 H -9.166 0.402 -3.706  C33 1.092
51 H -5.265 -3.444 3.036  C20 1.092
52 H 6.263 -1.582 1.921  C18 1.090
53 H -3.618 0.321 0.248  C27 1.107
54 H 1.106 0.672 -0.732  C13 1.107
55 H 0.535 1.742 0.550  C13 1.107
56 H -8.592 0.216 -1.183  C40 1.092
57 H -4.255 5.973 2.791  C22 1.092
58 H 9.299 -3.729 2.754  C46 1.093
59 H 7.347 -4.252 1.279  C21 1.093
60 H 1.219 -1.561 7.097  C44 1.091
61 H 5.338 0.574 1.315  C19 1.092
62 H 6.393 -1.312 4.407  C28 1.092
63 H 1.913 2.718 -1.444  C17 1.109
64 H -3.710 3.546 2.611  C31 1.093
65 H 0.144 -0.409 5.180  C12 1.094
66 H -0.053 4.609 -1.962  C23 1.110
67 H 1.900 0.755 -6.047  C48 1.092
68 H 0.864 -4.997 -4.524  C29 1.093
69 H -6.104 -4.036 0.145  C15 1.092
70 H -4.183 1.884 -0.614  C27 1.098
71 H 8.421 -4.445 -0.097  C21 1.092
72 H -1.176 0.923 -1.781  N4 1.021
73 H 0.638 -0.274 -6.700  C48 1.092
74 H 0.424 4.981 1.362  C25 1.104
75 H -1.797 2.601 0.578  C45 1.100
76 H -8.925 2.442 -2.288  C24 1.092
77 H -2.126 2.245 -6.168  C43 1.090
78 H -2.970 4.510 1.340  C31 1.095
79 H -0.174 -1.040 -0.366  C42 1.099
80 H -3.622 -2.493 1.401  C35 1.093
81 H -5.160 -5.004 2.240  C20 1.092
82 H -2.962 -3.899 2.236  C35 1.091
83 H -2.554 6.366 2.965  C22 1.093
84 H -4.175 4.641 4.913  C38 1.092
85 H 9.397 -5.322 2.023  C46 1.092
86 H 4.632 -1.448 4.510  C28 1.092
87 H 2.158 -6.169 -6.320  C39 1.092
88 H 5.589 -2.814 3.943  C28 1.091
89 H -7.195 -3.898 1.512  C15 1.092
90 H -0.386 -3.419 -5.881  C26 1.093
91 H -1.810 0.921 -5.050  C43 1.093
92 H -7.212 2.522 -2.660  C24 1.093
93 H 6.220 0.735 2.823  C19 1.092
94 H 11.591 -4.211 1.939  C34 1.090
95 H -6.861 0.312 -1.527  C40 1.090
96 H -2.470 5.066 5.111  C38 1.092
97 H 0.006 -4.822 -6.859  C26 1.092
98 H 0.190 2.418 -5.294  C14 1.094
99 H 10.917 -2.846 1.054  C34 1.092
100 H 3.168 -4.730 -6.524  C39 1.092
101 H 0.550 2.462 -2.524  C17 1.109
102 H -3.544 -4.060 0.576  C35 1.093
103 H 1.868 1.993 5.997  C41 1.091
104 H 1.895 -0.321 5.080  C12 1.091
105 H 0.178 2.153 -7.029  C14 1.091
106 H 2.041 5.744 1.196  C25 1.106
107 H -7.607 1.480 -0.443  C40 1.090
108 H 2.037 -0.067 7.567  C44 1.092
109 H -8.600 1.796 -4.609  C33 1.092
110 H 4.513 -1.683 2.016  C18 1.094
111 H 3.197 -5.617 -5.003  C39 1.091
112 H 0.979 1.846 4.496  C41 1.088
113 H -1.175 -0.251 0.919  C42 1.105
114 H -0.522 4.100 -0.331  C23 1.106
115 H -1.945 -0.991 -0.545  C42 1.102
116 H 1.840 -3.556 -4.750  C29 1.093
117 H 1.919 3.980 1.277  C25 1.111
118 H -3.702 6.324 5.163  C38 1.090
119 H -1.796 0.629 -6.795  C43 1.091
120 H 0.274 -0.191 7.675  C44 1.092
121 H 10.985 -4.444 0.297  C34 1.092

The value obtained for the calculated total energy is -57058.326 eV. For the lowest unoccupied orbital energy, the calculation gives -3.931 eV. The calculation puts the HOMO energy at -12.22 eV. As for the net charge: +1.